Below is a cluster of 6 separate species, C41H36ClN4O7PS in total at a distorted geometry, with properties calculated with wB97M-V/def2-TZVPD.

Values from the calculation:
* charge: 0
* multiplicity: 1
* SMILES: N#COC1=C(ON=O)C(=O)C(CCSc2nnco2)=C(P(O)Cl)C1=O.c1ccccc1.c1ccccc1.c1ccccc1.c1ccccc1.c1ccccc1
* DFT total energy: -96021.7758 eV
* HOMO level: -9.33 eV
* HOMO-LUMO gap: 0.228 Eh
* molar mass: 795.25 g/mol

CARTESIAN COORDINATES (ANGSTROEM)
N  0.76584  0.73151  6.45876
C  -0.26883  0.03572  6.05742
O  -1.39370  -0.81467  5.56383
C  -0.90507  -1.28032  4.23884
C  -1.08454  -0.31219  3.08677
O  -1.68655  1.02506  3.20273
N  -3.03131  0.98307  3.20098
O  -3.46505  0.01939  2.58998
C  -0.50182  -0.82135  1.63202
O  -1.01109  -0.48474  0.42977
C  0.84328  -1.81257  1.70927
C  1.92439  -1.63242  0.47023
C  3.30290  -1.00872  1.18306
S  4.24554  -0.09903  -0.17858
C  3.82348  -0.91635  -1.81860
N  4.28651  -2.23545  -2.40545
N  3.58042  -2.26776  -3.61855
C  2.71946  -1.03257  -3.80086
O  2.88441  -0.12690  -2.64214
C  1.02766  -2.79539  2.85017
P  2.54364  -3.96674  2.91498
O  3.52066  -3.71966  4.33609
Cl  1.67705  -5.93395  3.14505
C  -0.16929  -2.76608  4.01745
O  -0.47995  -3.85627  4.74848
H  2.14437  -2.62481  -0.11085
H  1.49468  -0.84400  -0.28395
H  4.02192  -1.87044  1.58326
H  3.04675  -0.30314  2.10263
H  2.06032  -0.93348  -4.76498
H  3.25825  -2.86572  4.80627
C  -0.89636  -2.82876  -8.00245
C  0.38614  -2.89111  -7.45827
C  0.56694  -3.32317  -6.14473
C  -0.53613  -3.68913  -5.37302
C  -1.81950  -3.61793  -5.91416
C  -2.00005  -3.18945  -7.22896
H  -1.03630  -2.49847  -9.02814
H  1.24560  -2.60351  -8.05869
H  1.56691  -3.37488  -5.72208
H  -0.39539  -4.02824  -4.35048
H  -2.67987  -3.89742  -5.31099
H  -3.00001  -3.13626  -7.65128
C  1.10785  4.68594  4.77269
C  1.05859  5.87075  4.03880
C  -0.10056  6.21352  3.34334
C  -1.21014  5.36863  3.37815
C  -1.15769  4.17924  4.10447
C  0.00015  3.83823  4.80304
H  2.00885  4.42242  5.31994
H  1.92406  6.52800  4.00949
H  -0.13975  7.13865  2.77428
H  -2.11424  5.63664  2.83855
H  -2.02027  3.51771  4.12690
H  0.04005  2.91247  5.37092
C  -1.79140  -6.49761  -12.08131
C  -1.38932  -6.32172  -10.75760
C  -2.25257  -5.72504  -9.83916
C  -3.51755  -5.29982  -10.24566
C  -3.91614  -5.46727  -11.57157
C  -3.05434  -6.06737  -12.48922
H  -1.12110  -6.96865  -12.79513
H  -0.40261  -6.65070  -10.44127
H  -1.94015  -5.59122  -8.80682
H  -4.19130  -4.83727  -9.52977
H  -4.89969  -5.13056  -11.89000
H  -3.36600  -6.19992  -13.52189
C  0.85901  2.30921  10.40297
C  -0.06144  1.52491  9.70838
C  -1.30729  1.24790  10.27042
C  -1.63154  1.75201  11.53018
C  -0.70754  2.52860  12.22881
C  0.53693  2.80877  11.66519
H  1.82711  2.53044  9.96187
H  0.19206  1.12987  8.72778
H  -2.02568  0.63946  9.72733
H  -2.60304  1.53854  11.96721
H  -0.95776  2.91664  13.21317
H  1.25598  3.41593  12.20874
C  0.92631  4.68133  -2.14009
C  1.12705  5.95465  -2.67221
C  0.74636  7.08274  -1.94609
C  0.16035  6.93741  -0.68843
C  -0.04891  5.66376  -0.16026
C  0.33520  4.53572  -0.88473
H  1.22918  3.80278  -2.70323
H  1.58136  6.06798  -3.65336
H  0.90609  8.07506  -2.35966
H  -0.13398  7.81616  -0.12136
H  -0.51104  5.55005  0.81732
H  0.17420  3.54333  -0.47199

Atoms 1-2, force components in eV/Å:
N -9.446 -6.373 -3.716
C 5.526 3.249 2.022

Below is a structure of composition C14H37MnN2O6 at a distorted geometry, with properties calculated with wB97M-V/def2-TZVPD.

Values from the calculation:
* charge: +2
* multiplicity: 7
* DFT total energy: -61686.3576 eV
* HOMO level (spin up / spin down): -15.40 / -15.53 eV
* HOMO-LUMO gap (spin up / spin down): 0.384 / 0.227 Eh
* molar mass: 384.40 g/mol

CARTESIAN COORDINATES (ANGSTROEM)
Mn  0.28341  -0.39814  -0.26582
C  3.31378  -0.35937  2.96766
C  2.30162  0.57551  2.38984
O  1.47353  -0.06744  1.44044
H  3.91638  0.04298  3.78195
H  3.98770  -0.71394  2.18778
H  2.80666  -1.25413  3.32869
H  2.80433  1.43845  1.95313
H  1.69536  1.03352  3.17137
C  1.03587  -3.75782  0.24669
O  0.17698  -2.63012  0.11093
C  -0.97490  -2.81067  0.87750
C  -2.13348  -1.94186  0.46958
N  -1.76495  -0.52643  0.61964
C  -1.82034  0.01250  1.99654
C  -3.25060  0.36742  2.39126
O  -3.97220  1.01516  1.34108
C  -4.34800  2.35467  1.57068
H  1.24507  -4.04051  1.27840
H  2.02747  -3.46326  -0.09691
H  0.71460  -4.59240  -0.37650
H  -0.75540  -2.72863  1.94202
H  -1.37973  -3.81000  0.71767
H  -3.03426  -2.22446  1.01441
H  -2.27825  -2.06455  -0.60377
H  -2.60050  -0.10266  0.24232
H  -1.15622  0.87058  2.10022
H  -1.46538  -0.71219  2.72930
H  -3.38367  0.95790  3.29775
H  -3.70597  -0.56146  2.73467
H  -5.14323  2.60086  0.86705
H  -3.50133  3.02808  1.43739
H  -4.78693  2.48146  2.56031
C  3.06109  0.16908  -1.67962
C  4.36720  -0.13429  -0.94074
O  5.28401  0.96112  -1.02984
O  2.12104  -0.82541  -1.46808
H  3.17241  0.20350  -2.76337
H  2.70984  1.15741  -1.38307
H  4.81721  -1.03670  -1.35457
H  4.11627  -0.31135  0.10510
H  6.03648  0.68727  -0.50031
H  2.37689  -1.50622  -2.09469
C  -1.12478  0.91319  -4.23922
C  -0.47837  0.68336  -2.85001
C  -0.96815  1.74102  -1.90938
O  -0.20861  1.55986  -0.71047
C  -0.51530  2.79763  0.05735
N  -0.73596  -0.62821  -2.26842
H  -0.77008  0.28417  -5.05569
H  -0.99488  1.94988  -4.54988
H  -2.19996  0.73496  -4.22123
H  0.56543  0.87501  -3.09870
H  -2.04558  1.69399  -1.75114
H  -0.67399  2.66654  -2.40435
H  -0.12223  3.72805  -0.35243
H  -0.24633  2.74760  1.11245
H  -1.59400  2.85997  0.20095
H  -0.53547  -1.26998  -3.02210
H  -1.74161  -0.72043  -2.25181

Atoms 1-2, force components in eV/Å:
Mn -0.281 -1.099 -0.577
C 0.130 -1.136 0.130

Below is an isolated molecule of C10H8N2O at a distorted geometry, with properties calculated with wB97M-V/def2-TZVPD.

Values from the calculation:
* charge: 0
* multiplicity: 1
* DFT total energy: -15521.0718 eV
* HOMO level (spin up / spin down): -7.07 / -7.07 eV
* ΔE to the lowest compared entry with this formula, charge and spin: 137.9 kcal/mol
* HOMO-LUMO gap (spin up / spin down): 0.238 / 0.238 Eh
* molar mass: 172.19 g/mol

CARTESIAN COORDINATES (ANGSTROEM)
C  -3.69685  0.90060  -1.39814
C  -3.57845  0.83431  -2.69066
C  0.51578  -1.93069  1.60522
C  1.87725  -2.08982  1.77031
C  0.02974  -0.75905  1.06330
C  2.72619  -1.10536  1.43624
C  0.94448  0.19226  0.57875
C  2.32892  0.05405  0.81149
C  -0.89328  1.26775  -0.60386
C  0.31954  1.25810  -0.22471
N  -3.34963  0.69608  -3.86343
N  -2.08897  1.29951  -0.79318
O  3.34703  0.86504  0.56777
H  -0.01836  -2.77568  2.01218
H  2.07001  -2.85181  2.39681
H  -1.02884  -0.64240  0.91033
H  3.81001  -1.20092  1.71332
H  3.14236  1.76104  0.13314
H  0.94332  2.22234  -0.38094
H  -3.40066  1.32598  -4.63854
H  -3.99958  0.67866  -0.40540

Atoms 1-2, force components in eV/Å:
C 5.420 0.972 1.285
C -0.467 0.031 -0.149

Below is a cluster of 9 separate species, C41H86F4N9O11S4 in total at a distorted geometry, with properties calculated with wB97M-V/def2-TZVPD.

Values from the calculation:
* charge: +2
* multiplicity: 2
* DFT total energy: -134028.9247 eV
* HOMO level (spin up / spin down): -10.13 / -10.12 eV
* HOMO-LUMO gap (spin up / spin down): 0.186 / 0.108 Eh
* molar mass: 1085.45 g/mol

CARTESIAN COORDINATES (ANGSTROEM)
C  -0.33287  0.78188  0.53249
C  0.44474  -0.51684  0.47356
C  0.33906  -1.05164  -1.01915
O  1.72024  -0.42685  1.02751
H  -0.60053  0.92484  1.57940
H  -1.31316  0.74578  0.05728
H  0.13204  1.69823  0.16882
H  -0.00937  -1.21954  1.17219
H  0.61603  -2.09972  -1.13284
H  0.76551  -0.37337  -1.75820
H  -0.67332  -1.17003  -1.40534
C  4.50369  3.66233  7.00170
C  5.31908  3.44860  5.68535
N  4.49753  2.94984  4.59016
C  4.37602  1.59005  4.15160
C  3.56542  1.66750  2.99628
N  3.37191  2.99270  2.62512
C  3.73358  3.75359  3.69271
C  2.64968  3.49467  1.45575
H  4.82715  4.32821  7.80174
H  4.40251  2.66373  7.42676
H  3.56592  4.11427  6.67852
H  6.21816  2.85861  5.86327
H  5.72340  4.40503  5.35388
H  4.78087  0.76252  4.71524
H  3.13564  0.90190  2.36733
H  3.86531  4.82473  3.73431
H  3.28849  3.46574  0.57304
H  2.27948  4.47704  1.74902
H  1.81815  2.82378  1.23990
C  -1.66521  -0.12209  -5.91064
C  -1.22653  -0.32888  -4.41710
N  -1.83616  -1.50541  -3.97498
C  -1.29739  -2.81283  -3.73966
C  -2.34831  -3.67676  -3.27888
N  -3.47947  -2.83711  -3.22952
C  -3.19959  -1.58306  -3.60859
C  -4.73478  -3.42265  -2.92729
H  -2.68743  -0.41121  -6.15471
H  -1.05424  -0.84568  -6.45031
H  -1.38444  0.88357  -6.22356
H  -1.38292  0.51679  -3.74741
H  -0.15878  -0.54005  -4.35845
H  -0.24956  -3.02207  -3.89670
H  -2.29431  -4.69588  -2.92551
H  -3.86068  -0.73997  -3.74486
H  -5.33843  -3.35639  -3.83246
H  -5.18022  -2.81304  -2.14111
H  -4.71662  -4.38881  -2.42303
C  -1.38987  -4.26760  7.07882
C  -0.76817  -3.71016  5.73344
C  0.79959  -3.71408  5.82104
N  1.38097  -2.90590  4.55109
C  0.75949  -1.45852  4.51526
C  1.24681  -3.73772  3.19115
C  2.52102  -3.40773  2.39965
C  3.33671  -2.46931  3.24505
C  2.90895  -2.72688  4.67703
H  -2.44541  -4.00743  7.15778
H  -0.92427  -3.83523  7.96446
H  -1.09724  -5.31516  7.15006
H  -1.11470  -2.68138  5.63539
H  -1.01362  -4.32747  4.86927
H  1.16425  -4.74086  5.79175
H  1.22348  -3.26454  6.71900
H  1.30411  -0.73881  3.90413
H  0.74187  -1.12055  5.55140
H  -0.19981  -1.67010  4.04295
H  0.22922  -3.61010  2.82193
H  1.24607  -4.80146  3.42902
H  2.07446  -2.88133  1.55609
H  2.95491  -4.33568  2.02714
H  3.45605  -1.46132  2.84776
H  4.33856  -2.87017  3.09105
H  2.99352  -1.91412  5.39839
H  3.15395  -3.72489  5.04043
C  -6.95812  4.42101  -5.59534
C  -5.74743  4.28274  -4.70055
C  -6.02230  3.40907  -3.47073
N  -4.79853  3.14933  -2.57790
C  -3.68938  2.23317  -3.18250
C  -5.41208  2.31519  -1.40221
C  -4.47580  2.59261  -0.23972
C  -3.70431  3.85863  -0.56175
C  -4.23640  4.39026  -1.90179
H  -6.62324  4.98679  -6.46473
H  -7.76163  4.97330  -5.10805
H  -7.35414  3.42366  -5.78656
H  -5.45046  5.28024  -4.37667
H  -4.84490  3.96968  -5.22546
H  -6.32045  2.41449  -3.80239
H  -6.82272  3.93879  -2.95416
H  -2.94555  2.89412  -3.62743
H  -4.32691  1.62593  -3.82509
H  -3.21795  1.59510  -2.43502
H  -5.42516  1.25750  -1.66532
H  -6.36261  2.74938  -1.09227
H  -3.84695  1.73330  -0.00686
H  -5.05540  2.76289  0.66758
H  -2.65263  3.57784  -0.50488
H  -3.78757  4.61487  0.21879
H  -3.57602  4.84530  -2.63998
H  -5.07679  5.08292  -1.94728
C  3.54110  1.45238  -3.74999
C  4.37524  0.31128  -3.12170
C  3.51175  -0.58142  -2.36874
N  4.27001  -1.78472  -1.77297
C  5.11487  -1.30893  -0.54534
C  5.31259  -2.50500  -2.68344
C  5.30261  -3.93061  -2.26125
C  4.39792  -4.08216  -1.05896
C  3.37817  -2.95714  -1.19283
H  4.22787  2.08253  -4.31511
H  3.05119  2.08428  -3.00919
H  2.81358  1.04684  -4.45309
H  5.18972  0.74596  -2.54224
H  4.90907  -0.23509  -3.89927
H  2.84415  -1.12035  -3.04102
H  2.96657  -0.05547  -1.58500
H  4.27459  -0.86640  -0.01036
H  5.75633  -0.50026  -0.89563
H  5.56906  -2.05542  0.10623
H  6.31825  -2.08470  -2.67524
H  5.05315  -2.39013  -3.73587
H  6.32338  -4.27042  -2.08612
H  4.94375  -4.55624  -3.07850
H  5.00869  -4.05634  -0.15652
H  3.87725  -5.03868  -1.01364
H  2.93104  -2.68261  -0.23741
H  2.51576  -3.21942  -1.80565
N  -0.94515  4.90819  -3.06634
S  0.12446  3.95250  -2.42162
O  1.54341  4.20505  -2.79162
O  -0.28043  2.59048  -2.13746
F  -0.03777  4.58001  -0.96058
S  -0.69244  4.40779  -4.66331
O  -0.62938  2.99300  -5.11909
O  0.05023  5.43343  -5.44648
F  -2.25269  4.78151  -5.11182
N  -4.71298  1.24052  4.76143
S  -4.15338  2.60320  4.64032
O  -4.17217  3.34796  3.37073
O  -3.19409  2.99589  5.62042
F  -5.48348  3.22931  5.33144
S  -3.32225  0.59686  3.93578
O  -2.10810  0.32107  4.78233
O  -3.09596  0.96941  2.54992
F  -3.94513  -0.95587  3.80196
C  -0.05317  -4.70652  -0.76785
C  -0.43633  -6.10416  -0.49122
O  0.34580  -6.92930  -0.04955
O  -1.67742  -6.44101  -0.60001
H  -0.67644  -4.13659  -0.07878
H  -0.18769  -4.49019  -1.82767
H  0.91413  -4.28993  -0.48702

Atoms 1-2, force components in eV/Å:
C -0.809 0.719 1.746
C 0.184 0.367 -2.537